a:
15
Properties=species:S:1:pos:R:3 method="wB97M-V/def2-TZVPD" smiles="C[N@H+]1CN=C[C@@H]1Br" lumo_energy_ev=-4.5 charge=+1 homo_ev=-15.0
C -1.08 1.30 -0.18
N 0.01 0.47 0.33
C -0.47 -0.88 1.03
N 0.08 -1.93 0.24
C 0.68 -1.55 -0.78
C 1.01 0.02 -0.71
Br 2.80 0.33 0.25
H -1.61 0.80 -1.08
H -1.93 1.52 0.45
H -0.78 2.25 -0.41
H 0.60 1.03 0.94
H -1.53 -0.94 0.91
H 0.03 -0.76 2.06
H 1.23 -2.17 -1.46
H 0.93 0.53 -1.59


b:
15
Properties=species:S:1:pos:R:3 method="wB97M-V/def2-TZVPD" smiles="C[N@H+]1C[C@@H]1/C=N/Br" lumo_energy_ev=-3.6 charge=+1 homo_ev=-13.4
C -1.55 -1.16 0.37
N -0.63 -0.33 -0.45
C -0.96 1.07 -0.46
C 0.33 0.49 0.34
C 1.86 0.53 0.01
N 2.73 -0.35 0.22
Br 4.57 -0.13 -0.10
H -1.02 -2.09 0.63
H -2.05 -0.71 1.31
H -2.39 -1.62 -0.32
H -0.40 -0.75 -1.38
H -1.73 1.30 0.27
H -0.93 1.75 -1.43
H 0.20 0.41 1.37
H 1.97 1.58 -0.37


In order of decreasing stability: a, b.